# C39H27F5N11O6RbS3

A molecular structure, C39H27F5N11O6RbS3 (ωB97M-V/def2-TZVPD, the Open Molecules 2025 dataset).

Last column: Löwdin charge in e.
Positions of all 92 atoms, in Å:
Rb 0.245 0.767 1.335  0.76
F 7.265 2.090 1.760  0.11
C 6.078 2.710 1.849  -0.13
C 4.917 1.972 1.990  -0.13
F 4.992 0.634 2.045  0.11
C 3.698 2.609 2.084  -0.21
F 2.613 1.831 2.212  0.01
C 3.591 3.999 2.047  -0.38
S 2.086 4.882 2.253  1.08
C 4.778 4.710 1.908  -0.23
F 4.765 6.048 1.860  0.08
C 6.008 4.083 1.810  -0.14
F 7.134 4.804 1.676  0.10
S -2.661 -1.098 0.466  0.52
C -1.688 -2.515 0.413  -0.87
N -2.157 -3.718 0.519  0.03
N -1.296 -4.778 0.533  -0.01
C -1.775 -6.058 0.456  -0.25
C -3.118 -6.332 0.168  -0.04
C -3.557 -7.645 0.089  -0.12
C -2.689 -8.712 0.283  -0.14
C -1.355 -8.440 0.570  -0.13
C -0.900 -7.138 0.661  -0.05
N -0.313 -2.182 0.205  -0.01
N 0.505 -2.841 0.874  0.05
C 1.874 -2.502 0.693  -0.26
C 2.760 -3.077 1.600  -0.02
C 4.115 -2.795 1.513  -0.08
C 4.586 -1.942 0.527  -0.10
C 3.701 -1.362 -0.374  -0.07
C 2.346 -1.640 -0.303  -0.03
H -0.331 -4.605 0.765  0.10
H -3.797 -5.505 0.016  0.09
H -4.601 -7.833 -0.135  0.09
H -3.043 -9.733 0.214  0.08
H -0.657 -9.254 0.730  0.09
H 0.141 -6.937 0.893  0.10
H 2.360 -3.717 2.376  0.11
H 4.804 -3.226 2.230  0.10
H 5.641 -1.706 0.472  0.10
H 4.068 -0.676 -1.129  0.11
H 1.650 -1.186 -0.993  0.08
S 0.058 -0.888 4.249  0.49
C -1.514 -0.294 4.170  -0.94
N -1.894 0.981 4.074  0.03
C -3.325 1.108 3.789  -0.13
C -3.816 -0.352 3.774  -0.17
N -2.626 -1.090 4.215  0.01
H -1.244 1.730 3.773  0.08
H -3.481 1.633 2.849  0.11
H -3.815 1.686 4.574  0.11
H -4.106 -0.665 2.775  0.04
H -4.648 -0.509 4.462  0.10
H -2.490 -2.047 3.935  0.11
N -5.108 -3.130 -7.240  0.14
C -4.369 -2.548 -6.578  -0.20
C -3.439 -1.817 -5.775  -0.25
C -3.518 -1.846 -4.382  -0.01
C -2.619 -1.139 -3.610  0.02
C -1.613 -0.386 -4.226  -0.16
C -1.538 -0.354 -5.617  -0.01
C -2.440 -1.062 -6.386  -0.03
N -0.687 0.330 -3.449  -0.01
C 0.367 1.129 -3.877  -0.04
C 0.992 1.550 -2.748  -0.11
N 0.366 1.026 -1.631  0.02
C -0.629 0.312 -2.081  -0.17
H -4.292 -2.427 -3.899  0.13
H -2.714 -1.173 -2.528  0.08
H -0.766 0.226 -6.106  0.10
H -2.374 -1.033 -7.465  0.12
H 0.558 1.345 -4.912  0.10
H 1.859 2.183 -2.654  0.08
H -1.341 -0.203 -1.447  0.02
O -2.360 4.105 2.356  -0.01
C -1.170 3.832 2.146  -0.64
O -0.513 2.860 2.645  -0.26
C -0.380 4.706 1.183  -0.17
C 1.017 4.311 0.811  -0.41
C 1.415 4.900 -0.495  -0.19
C 0.864 6.071 -0.975  0.07
C -0.242 6.600 -0.336  -0.16
C -0.918 5.827 0.676  0.05
N -0.796 7.814 -0.801  -0.39
O -1.808 8.251 -0.255  0.01
O -0.190 8.464 -1.660  0.00
N 2.397 4.251 -1.239  -0.37
O 2.909 3.215 -0.778  -0.01
O 2.695 4.652 -2.375  -0.01
H 1.144 3.237 0.769  0.04
H 1.271 6.542 -1.856  0.13
H -1.914 6.103 0.996  0.12

Cartesian forces, eV/Å:
Rb -0.102 -0.577 -0.262
F -0.137 0.053 0.013
C 0.156 -0.183 -0.012
C 0.005 -0.274 -0.010
F 0.008 0.167 -0.013
C -0.035 0.110 0.014
F 0.315 0.312 0.072
C 0.070 -0.018 -0.003
S -0.076 0.068 0.099
C -0.014 -0.026 -0.018
F 0.062 -0.109 0.012
C 0.081 0.274 -0.024
F -0.097 -0.071 0.016
S -0.175 0.130 -0.032
C -0.300 -0.385 0.174
N 0.028 0.335 -0.200
N 0.124 -0.140 -0.035
C -0.081 0.005 -0.007
C -0.078 -0.010 0.013
C 0.028 0.080 -0.001
C 0.029 -0.053 0.007
C -0.046 -0.004 -0.011
C 0.045 0.081 -0.023
N 0.577 -0.173 -0.012
N -0.332 -0.052 0.016
C 0.299 0.273 -0.131
C -0.065 0.071 -0.092
C 0.006 -0.030 0.025
C 0.054 0.004 0.011
C -0.090 -0.002 -0.072
C 0.010 -0.113 0.196
H 0.004 -0.100 0.154
H 0.041 -0.017 0.006
H 0.013 -0.003 0.004
H 0.015 0.021 0.004
H -0.007 0.005 0.002
H -0.024 -0.009 -0.012
H -0.003 0.003 0.003
H -0.026 -0.002 -0.016
H -0.022 -0.006 0.011
H -0.034 -0.020 0.023
H -0.073 0.041 -0.046
S 0.140 -0.047 0.044
C -0.436 0.026 0.118
N 0.090 -0.173 -0.229
C 0.070 0.056 0.208
C 0.191 -0.031 0.102
N 0.001 0.082 -0.055
H -0.206 0.035 -0.035
H 0.048 0.012 -0.046
H 0.025 0.044 0.018
H -0.026 -0.070 -0.106
H 0.021 -0.007 0.015
H 0.002 0.039 -0.042
N 0.031 0.029 0.036
C -0.185 -0.153 -0.165
C 0.221 0.178 0.169
C -0.040 -0.024 -0.050
C 0.051 0.055 0.079
C -0.096 -0.024 -0.030
C 0.106 0.056 -0.016
C -0.069 -0.043 0.049
N -0.107 -0.128 0.063
C -0.043 0.039 0.077
C 0.073 -0.107 0.025
N 0.011 0.081 -0.220
C 0.108 0.183 0.044
H 0.010 0.004 0.005
H 0.010 -0.015 -0.079
H -0.039 -0.032 0.013
H 0.006 0.006 -0.009
H 0.000 -0.026 0.053
H -0.012 0.027 -0.035
H 0.024 -0.071 -0.016
O 0.171 -0.065 0.050
C -0.108 0.146 0.049
O -0.088 0.347 0.099
C -0.043 -0.070 -0.016
C -0.015 -0.090 -0.332
C 0.017 0.092 0.254
C -0.173 0.081 0.072
C 0.077 -0.440 -0.078
C -0.097 0.132 -0.081
N 0.474 0.664 0.496
O -0.247 -0.180 -0.142
O -0.152 -0.206 -0.223
N -0.189 -0.215 -0.412
O 0.149 0.012 0.185
O 0.073 0.106 0.119
H -0.006 -0.014 0.160
H -0.004 0.009 0.004
H 0.033 0.029 -0.032

## Properties
charge	-2
maximum force	0.95	eV Å⁻¹
LUMO	3.268	eV
spin multiplicity	1
molar mass	1022.4	g mol⁻¹
ΔE to the lowest compared entry with this formula, charge and spin	27.8	kcal per mole
highest occupied orbital energy	-2.7	eV
HOMO-LUMO gap	5.96	eV


# C18H6Cl5FN4OSW

A molecular structure, C18H6Cl5FN4OSW in a non-equilibrium geometry (ωB97M-V/def2-TZVPD, the Open Molecules 2025 dataset).

Last column: natural (NBO) charge in e.
Positions of all 37 atoms, in Å:
W -0.250 1.422 -0.566  2.00
Cl 5.873 2.654 -3.954  0.13
C 4.333 2.091 -3.381  -0.06
C 3.877 2.570 -2.139  -0.06
Cl 4.869 3.588 -1.191  0.13
C 2.679 2.064 -1.605  -0.10
Cl 1.800 2.851 -0.250  0.14
C 2.087 0.946 -2.161  0.22
O 0.972 0.401 -1.558  -0.65
C 2.530 0.412 -3.360  -0.09
Cl 1.816 -1.023 -4.007  0.11
C 3.638 1.007 -3.984  -0.06
Cl 4.194 0.412 -5.442  0.17
S -2.702 -3.996 3.931  1.08
N -1.841 -2.675 4.276  -0.56
C -1.803 -1.991 3.136  0.09
C -1.017 -0.770 2.916  -0.07
C -0.422 -0.025 3.969  -0.02
C 0.264 1.128 3.740  -0.24
C 0.343 1.604 2.445  0.14
N -0.302 0.928 1.448  -0.59
C -0.997 -0.247 1.661  0.26
C -1.739 -0.833 0.537  0.16
N -1.674 -0.140 -0.662  -0.52
C -2.348 -0.624 -1.708  0.12
C -3.073 -1.793 -1.602  -0.22
C -3.173 -2.429 -0.369  -0.04
C -2.431 -2.010 0.746  -0.08
C -2.449 -2.603 2.035  0.15
N -3.066 -3.717 2.401  -0.58
H -0.388 -0.467 4.968  0.28
H 0.831 1.687 4.509  0.28
H 0.836 2.479 2.129  0.23
H -2.259 -0.024 -2.567  0.24
H -3.682 -2.086 -2.479  0.28
H -3.905 -3.279 -0.321  0.28
F -1.424 2.489 -1.542  -0.51

Cartesian forces, eV/Å:
W 0.007 -0.225 -0.637
Cl -1.027 -0.396 -0.014
C 0.082 -0.431 0.837
C -0.085 -0.123 0.140
Cl -0.380 0.313 -0.004
C 0.714 0.084 -0.540
Cl 0.602 -0.234 -0.741
C -0.688 0.138 0.066
O -0.259 0.452 0.094
C 0.682 -0.173 -0.172
Cl 0.030 0.551 0.260
C 0.076 0.730 0.526
Cl 0.285 -0.358 -0.732
S -0.338 0.146 0.306
N -0.246 -0.022 -0.751
C 1.338 0.473 -0.129
C -0.837 -0.254 1.898
C 0.226 -1.609 0.351
C 1.185 1.435 0.136
C -1.698 -1.883 -0.639
N 0.133 0.192 -0.199
C 0.225 1.119 -0.837
C 1.225 0.902 0.273
N -0.186 -0.964 1.594
C 0.773 0.108 1.088
C -1.033 -0.064 -0.138
C -1.246 -1.427 -1.041
C -0.774 0.712 -1.722
C -0.207 -0.122 1.601
N 0.203 -0.511 -0.419
H -0.370 0.154 -0.245
H -0.672 -0.572 -0.334
H 0.638 0.857 0.066
H -0.162 0.370 -1.211
H 0.514 -0.071 0.792
H 1.051 0.761 0.278
F 0.220 -0.059 0.198

## Properties
⟨S²⟩	2.0103
charge	+2
maximum force	2.61	eV Å⁻¹
LUMO (spin up / spin down)	-8.240 / -8.328	eV
spin multiplicity	3
molar mass	706.4	g mol⁻¹
ΔE to the lowest compared entry with this formula, charge and spin	4.4	kcal per mole
highest occupied orbital energy (spin up / spin down)	-14.6 / -14.7	eV
HOMO-LUMO gap (spin up / spin down)	6.41 / 6.34	eV


# C3H6FNO2

C3H6FNO2 in the gas phase in a non-equilibrium geometry (ωB97M-V/def2-TZVPD, the Open Molecules 2025 dataset).

Last column: natural (NBO) charge in e.
Positions of all 13 atoms, in Å:
C -0.925 -0.247 0.174  0.31
C -2.307 0.350 0.373  -0.67
C 2.446 0.377 -0.325  0.32
N 0.179 0.437 0.258  -0.07
O -0.919 -1.554 -0.216  -0.63
O 1.247 -0.365 -0.303  -0.41
F 3.539 -0.101 0.382  -0.35
H -3.024 0.313 -0.429  0.21
H -2.312 1.337 0.716  0.22
H -2.820 -0.350 1.150  0.22
H 2.740 0.280 -1.415  0.16
H 2.110 1.352 0.070  0.18
H 0.045 -1.829 -0.433  0.51

Cartesian forces, eV/Å:
C -8.054 -3.958 -1.270
C 0.285 -3.093 0.877
C 0.149 0.732 -1.749
N 8.437 3.106 1.050
O 1.964 -0.822 0.032
O -1.044 0.402 0.620
F -1.448 -0.202 0.053
H -0.048 -0.153 -1.048
H 0.343 1.433 0.792
H 0.755 1.276 -0.846
H -0.031 0.745 1.268
H 0.956 -0.189 -0.390
H -2.262 0.722 0.609

## Properties
⟨S²⟩	2.0066
maximum force	9.06	eV Å⁻¹
LUMO (spin up / spin down)	0.790 / -2.237	eV
spin multiplicity	3
molar mass	107.1	g mol⁻¹
ΔE to the lowest compared entry with this formula, charge and spin	22.2	kcal per mole
highest occupied orbital energy (spin up / spin down)	-5.3 / -11.5	eV
HOMO-LUMO gap (spin up / spin down)	6.06 / 9.30	eV


# C6H34NO15S

11 unconnected molecules or ions with the total composition C6H34NO15S in a non-equilibrium geometry (ωB97M-V/def2-TZVPD, the Open Molecules 2025 dataset).

Last column: natural (NBO) charge in e.
Positions of all 57 atoms, in Å:
C -53.907 -53.063 -25.340  -0.26
O -55.276 -53.235 -24.957  -0.52
C -55.984 -53.923 -26.075  -0.07
C -57.479 -53.508 -26.050  -0.25
N -58.309 -54.256 -27.027  -0.60
H -57.802 -54.144 -27.973  0.41
H -58.299 -55.332 -26.487  0.51
C -59.727 -54.106 -27.101  -0.24
C -60.351 -55.106 -28.048  -0.08
O -61.651 -54.747 -27.974  -0.52
C -62.427 -55.697 -28.577  -0.24
H -53.350 -53.712 -24.713  0.20
H -53.502 -52.142 -24.901  0.18
H -53.573 -53.063 -26.556  0.17
H -55.882 -55.075 -25.773  0.22
H -55.752 -53.827 -27.015  0.16
H -57.434 -52.481 -26.322  0.19
H -57.989 -53.508 -25.081  0.26
H -60.087 -53.120 -27.312  0.21
H -59.995 -54.417 -26.076  0.24
H -60.198 -56.198 -27.984  0.21
H -59.980 -54.996 -29.065  0.14
H -62.150 -55.848 -29.578  0.14
H -63.410 -55.329 -28.463  0.19
H -62.406 -56.651 -28.244  0.20
S -58.390 -57.060 -24.843  2.74
O -59.224 -58.259 -25.141  -1.11
O -57.314 -57.560 -23.988  -1.10
O -57.844 -56.632 -26.089  -1.05
O -59.095 -56.049 -24.197  -1.08
O -54.727 -56.967 -23.487  -1.02
H -54.559 -57.735 -22.888  0.47
H -55.796 -56.873 -23.716  0.51
O -60.230 -60.073 -23.570  -0.98
H -59.483 -60.317 -22.965  0.48
H -59.838 -59.484 -24.155  0.48
O -57.106 -56.961 -21.371  -1.01
H -57.174 -57.092 -22.339  0.50
H -56.634 -57.666 -20.814  0.48
O -61.624 -57.463 -25.971  -1.00
H -61.417 -56.633 -25.604  0.46
H -61.112 -58.190 -25.293  0.52
O -56.397 -59.912 -22.931  -1.01
H -56.687 -58.970 -23.323  0.51
H -56.089 -60.320 -23.799  0.47
O -56.187 -56.867 -28.010  -0.93
H -56.565 -57.588 -28.439  0.46
H -56.945 -56.735 -27.590  0.47
O -59.303 -53.902 -22.865  -0.97
H -59.297 -54.775 -23.218  0.48
H -58.671 -54.141 -22.140  0.47
O -61.100 -56.355 -22.287  -0.98
H -61.630 -57.134 -22.394  0.47
H -60.407 -56.263 -22.969  0.49
O -58.135 -60.409 -26.187  -0.98
H -58.748 -60.974 -26.318  0.45
H -58.370 -59.583 -25.803  0.50

Cartesian forces, eV/Å:
C 1.024 1.137 -1.375
O -0.517 0.214 -3.848
C -2.681 -4.072 8.193
C 0.048 0.777 1.018
N 3.154 -1.417 -0.657
H -1.187 -0.916 1.714
H 1.449 0.423 -1.749
C -0.275 -1.111 1.603
C 1.630 -0.008 -0.753
O -0.918 0.229 0.748
C -1.543 1.786 -0.982
H 0.796 -1.708 -0.313
H -0.691 0.599 -0.554
H -1.295 -0.320 3.468
H -0.264 2.293 -1.043
H 2.736 1.167 -4.974
H -0.350 1.167 -0.441
H 0.332 -0.524 0.068
H -0.093 0.573 -0.195
H -0.696 0.556 -0.295
H 0.132 0.271 1.473
H 0.323 0.781 -0.734
H 0.218 0.443 -2.120
H -1.337 0.156 -0.397
H 0.497 -2.971 2.318
S -0.050 -7.214 0.950
O 0.079 1.116 0.076
O 1.205 0.512 0.485
O 0.773 2.687 -3.265
O -2.701 3.440 1.264
O -2.466 0.131 -0.394
H -0.913 0.929 -0.844
H 3.923 -1.074 1.049
O -0.489 -2.681 3.023
H -1.010 0.328 -0.816
H 1.364 1.996 -1.746
O 0.557 -0.457 1.970
H 0.341 -0.845 0.823
H -1.125 1.386 -2.279
O 0.773 -4.503 1.611
H 0.492 1.524 1.010
H -1.706 3.350 -2.927
O -0.013 1.861 -2.845
H 0.516 -2.695 1.194
H -0.601 0.507 1.679
O 4.968 0.668 -2.577
H 0.195 -2.786 -2.135
H -4.654 1.975 4.256
O 1.328 0.920 1.936
H -0.431 -0.898 -1.187
H -0.685 1.019 -0.396
O 0.302 1.146 0.365
H 0.118 -0.665 -0.536
H -0.764 -0.809 0.344
O 8.341 4.126 0.170
H -6.990 -5.494 -0.993
H -1.172 0.975 0.563

## Properties
charge	-1
maximum force	9.53	eV Å⁻¹
LUMO	2.176	eV
spin multiplicity	1
molar mass	392.4	g mol⁻¹
highest occupied orbital energy	-7.1	eV
HOMO-LUMO gap	9.24	eV


Please write out number 2 again, unchanged.
# C18H6Cl5FN4OSW

A molecular structure, C18H6Cl5FN4OSW in a non-equilibrium geometry (ωB97M-V/def2-TZVPD, the Open Molecules 2025 dataset).

Last column: natural (NBO) charge in e.
Positions of all 37 atoms, in Å:
W -0.250 1.422 -0.566  2.00
Cl 5.873 2.654 -3.954  0.13
C 4.333 2.091 -3.381  -0.06
C 3.877 2.570 -2.139  -0.06
Cl 4.869 3.588 -1.191  0.13
C 2.679 2.064 -1.605  -0.10
Cl 1.800 2.851 -0.250  0.14
C 2.087 0.946 -2.161  0.22
O 0.972 0.401 -1.558  -0.65
C 2.530 0.412 -3.360  -0.09
Cl 1.816 -1.023 -4.007  0.11
C 3.638 1.007 -3.984  -0.06
Cl 4.194 0.412 -5.442  0.17
S -2.702 -3.996 3.931  1.08
N -1.841 -2.675 4.276  -0.56
C -1.803 -1.991 3.136  0.09
C -1.017 -0.770 2.916  -0.07
C -0.422 -0.025 3.969  -0.02
C 0.264 1.128 3.740  -0.24
C 0.343 1.604 2.445  0.14
N -0.302 0.928 1.448  -0.59
C -0.997 -0.247 1.661  0.26
C -1.739 -0.833 0.537  0.16
N -1.674 -0.140 -0.662  -0.52
C -2.348 -0.624 -1.708  0.12
C -3.073 -1.793 -1.602  -0.22
C -3.173 -2.429 -0.369  -0.04
C -2.431 -2.010 0.746  -0.08
C -2.449 -2.603 2.035  0.15
N -3.066 -3.717 2.401  -0.58
H -0.388 -0.467 4.968  0.28
H 0.831 1.687 4.509  0.28
H 0.836 2.479 2.129  0.23
H -2.259 -0.024 -2.567  0.24
H -3.682 -2.086 -2.479  0.28
H -3.905 -3.279 -0.321  0.28
F -1.424 2.489 -1.542  -0.51

Cartesian forces, eV/Å:
W 0.007 -0.225 -0.637
Cl -1.027 -0.396 -0.014
C 0.082 -0.431 0.837
C -0.085 -0.123 0.140
Cl -0.380 0.313 -0.004
C 0.714 0.084 -0.540
Cl 0.602 -0.234 -0.741
C -0.688 0.138 0.066
O -0.259 0.452 0.094
C 0.682 -0.173 -0.172
Cl 0.030 0.551 0.260
C 0.076 0.730 0.526
Cl 0.285 -0.358 -0.732
S -0.338 0.146 0.306
N -0.246 -0.022 -0.751
C 1.338 0.473 -0.129
C -0.837 -0.254 1.898
C 0.226 -1.609 0.351
C 1.185 1.435 0.136
C -1.698 -1.883 -0.639
N 0.133 0.192 -0.199
C 0.225 1.119 -0.837
C 1.225 0.902 0.273
N -0.186 -0.964 1.594
C 0.773 0.108 1.088
C -1.033 -0.064 -0.138
C -1.246 -1.427 -1.041
C -0.774 0.712 -1.722
C -0.207 -0.122 1.601
N 0.203 -0.511 -0.419
H -0.370 0.154 -0.245
H -0.672 -0.572 -0.334
H 0.638 0.857 0.066
H -0.162 0.370 -1.211
H 0.514 -0.071 0.792
H 1.051 0.761 0.278
F 0.220 -0.059 0.198

## Properties
⟨S²⟩	2.0103
charge	+2
maximum force	2.61	eV Å⁻¹
LUMO (spin up / spin down)	-8.240 / -8.328	eV
spin multiplicity	3
molar mass	706.4	g mol⁻¹
ΔE to the lowest compared entry with this formula, charge and spin	4.4	kcal per mole
highest occupied orbital energy (spin up / spin down)	-14.6 / -14.7	eV
HOMO-LUMO gap (spin up / spin down)	6.41 / 6.34	eV


- Which value of maximum force does entry 3 give?
  9.06 eV Å⁻¹